Record 1
Entry from OMol25: C33H96AgB2F3N8O12SV as an isolated structure at a distorted geometry (ωB97M-V with the def2-TZVPD basis set).

Geometry (Å):
O  0.48  0.60  1.31
V  -0.63  0.74  0.20
Ag  1.52  -3.27  -0.93
B  -0.56  -1.45  -0.52
H  -0.45  -2.48  -0.82
H  0.18  -0.78  -0.95
H  -1.55  -1.06  -0.71
H  -0.42  -1.43  0.55
B  -2.52  0.51  1.62
H  -2.23  1.51  1.35
H  -2.76  0.05  0.67
H  -1.70  -0.04  2.05
H  -3.35  0.55  2.30
C  3.44  2.45  -1.92
F  3.30  3.56  -2.60
F  4.55  1.86  -2.31
F  3.57  2.76  -0.64
S  1.83  1.33  -2.25
O  1.20  1.76  -3.50
O  2.32  -0.05  -2.33
O  0.94  1.53  -1.09
C  5.50  3.34  2.31
C  5.29  4.86  2.48
C  4.21  5.29  3.43
O  2.93  4.82  3.04
C  1.88  5.29  3.91
N  6.59  5.31  2.88
H  6.00  2.88  3.16
H  6.27  3.12  1.57
H  4.58  2.79  2.08
H  4.94  5.12  1.48
H  4.21  6.38  3.46
H  4.42  4.92  4.43
H  0.85  5.19  3.58
H  2.02  6.33  4.20
H  1.95  4.85  4.90
H  6.93  4.79  3.68
H  7.19  5.03  2.12
C  -2.56  -0.98  -5.01
C  -1.44  0.03  -5.00
C  -1.85  1.41  -5.65
O  -1.84  1.32  -7.03
C  -1.83  2.57  -7.70
N  -1.06  0.18  -3.59
H  -2.17  -1.99  -5.08
H  -3.16  -0.83  -5.91
H  -3.18  -0.97  -4.12
H  -0.49  -0.21  -5.48
H  -1.11  2.15  -5.33
H  -2.81  1.72  -5.24
H  -1.55  2.36  -8.73
H  -1.27  3.42  -7.33
H  -2.84  2.97  -7.66
H  -0.92  -0.75  -3.21
H  -0.16  0.63  -3.56
C  -2.98  -5.06  0.82
C  -2.33  -4.25  2.01
C  -2.30  -5.06  3.32
O  -3.49  -5.03  4.11
C  -3.52  -3.97  5.11
N  -1.01  -3.83  1.50
H  -3.85  -5.59  1.22
H  -2.39  -5.92  0.52
H  -3.33  -4.43  0.00
H  -2.98  -3.39  2.16
H  -1.45  -4.64  3.85
H  -2.12  -6.11  3.10
H  -2.66  -4.07  5.77
H  -4.46  -3.89  5.65
H  -3.38  -3.02  4.60
H  -0.65  -3.20  2.20
H  -1.16  -3.14  0.78
C  -5.99  1.37  -2.27
C  -5.61  0.54  -1.04
C  -4.85  -0.74  -1.32
O  -5.66  -1.69  -2.10
C  -5.08  -2.91  -2.39
N  -4.86  1.46  -0.16
H  -6.73  0.76  -2.80
H  -5.16  1.39  -2.98
H  -6.36  2.35  -1.99
H  -6.57  0.30  -0.59
H  -4.52  -1.16  -0.37
H  -4.00  -0.47  -1.94
H  -4.23  -2.76  -3.06
H  -5.90  -3.47  -2.83
H  -4.74  -3.37  -1.46
H  -4.41  0.92  0.57
H  -5.47  2.07  0.37
C  -2.81  3.67  -2.56
C  -1.66  3.13  -1.69
C  -1.60  3.89  -0.40
O  -0.60  3.26  0.47
C  -0.21  4.04  1.57
N  -1.90  1.72  -1.38
H  -3.80  3.39  -2.21
H  -2.61  3.38  -3.59
H  -2.64  4.74  -2.63
H  -0.75  3.31  -2.26
H  -2.59  3.89  0.06
H  -1.30  4.92  -0.58
H  0.18  5.03  1.30
H  0.53  3.43  2.08
H  -1.07  4.19  2.22
H  -2.88  1.59  -1.15
H  -1.93  1.29  -2.30
C  3.11  -4.66  -3.66
C  2.62  -3.19  -3.86
C  1.09  -3.18  -3.89
O  0.45  -4.18  -3.03
C  -0.95  -4.37  -3.15
N  3.20  -2.61  -2.64
H  3.17  -5.12  -2.67
H  4.17  -4.69  -3.92
H  2.48  -5.33  -4.24
H  3.11  -2.64  -4.66
H  0.70  -3.27  -4.90
H  0.68  -2.23  -3.52
H  -1.39  -3.38  -3.21
H  -1.25  -4.94  -2.27
H  -1.16  -4.92  -4.07
H  4.20  -2.69  -2.67
H  3.03  -1.61  -2.60
C  2.82  -2.12  2.95
C  3.40  -1.34  1.76
C  4.89  -1.23  1.84
O  5.40  -0.29  0.95
C  6.81  -0.08  1.06
N  3.10  -2.09  0.50
H  1.75  -2.32  2.85
H  3.10  -1.65  3.89
H  3.33  -3.07  3.08
H  2.96  -0.36  1.57
H  5.32  -2.23  1.76
H  5.21  -1.02  2.86
H  7.40  -0.99  1.10
H  6.95  0.51  1.97
H  7.20  0.56  0.27
H  3.51  -3.01  0.50
H  3.69  -1.66  -0.19
C  -0.39  -1.53  4.59
C  -0.60  -0.14  5.11
C  0.42  0.98  4.58
O  1.67  0.44  4.58
C  2.64  1.24  3.99
N  -1.98  0.25  4.84
H  0.58  -1.93  4.89
H  -0.46  -1.45  3.51
H  -1.03  -2.32  4.99
H  -0.57  -0.16  6.20
H  0.40  1.92  5.12
H  0.05  1.27  3.60
H  2.83  2.18  4.52
H  2.40  1.74  3.05
H  3.52  0.63  3.83
H  -2.15  1.20  5.14
H  -2.21  0.26  3.86

Calculated values
⟨S²⟩	0.776
HOMO energy (alpha / beta)	-8.47 / -8.47	eV
spin multiplicity	2



Record 2
Entry from OMol25: a 12-piece molecular cluster, C33H96N6O12 overall at a distorted geometry (ωB97M-V with the def2-TZVPD basis set).

Geometry (Å):
C  -3.19  1.88  -3.78
O  -3.12  0.68  -4.55
C  -1.87  -0.03  -4.42
C  -1.85  -1.37  -5.13
C  -0.53  -2.05  -5.15
N  -2.23  -1.10  -6.54
H  -2.32  2.50  -3.99
H  -3.28  1.62  -2.72
H  -4.11  2.42  -4.03
H  -1.05  0.54  -4.85
H  -1.66  -0.17  -3.36
H  -2.62  -2.07  -4.81
H  -0.36  -2.43  -4.14
H  0.28  -1.47  -5.59
H  -0.47  -2.99  -5.71
H  -1.48  -0.63  -7.02
H  -2.90  -0.35  -6.53
C  -0.87  5.03  -2.93
O  -0.44  3.84  -2.20
C  0.93  3.37  -2.52
C  1.21  2.15  -1.72
C  2.67  1.62  -1.90
N  0.31  1.10  -2.20
H  -0.49  5.96  -2.52
H  -1.96  5.14  -2.97
H  -0.67  4.91  -4.00
H  1.06  3.20  -3.59
H  1.66  4.12  -2.24
H  0.86  2.31  -0.71
H  2.74  0.69  -1.32
H  3.45  2.27  -1.48
H  2.98  1.33  -2.90
H  0.79  0.77  -3.03
H  -0.44  1.69  -2.53
C  2.94  2.42  1.62
O  2.38  3.60  1.09
C  1.31  4.10  1.87
C  0.56  5.22  1.05
C  1.50  6.36  0.66
N  -0.41  5.81  1.91
H  3.82  2.31  0.98
H  2.26  1.59  1.43
H  3.15  2.48  2.69
H  0.59  3.35  2.19
H  1.72  4.52  2.79
H  0.14  4.76  0.16
H  0.97  7.21  0.24
H  2.15  6.05  -0.16
H  2.12  6.72  1.48
H  -0.95  6.52  1.44
H  0.10  6.43  2.53
C  3.92  -3.10  3.23
O  4.01  -1.79  3.76
C  3.13  -1.46  4.85
C  2.92  0.06  4.97
C  4.19  0.79  5.27
N  1.96  0.39  6.07
H  2.86  -3.26  3.02
H  4.31  -3.87  3.89
H  4.48  -3.17  2.30
H  2.16  -1.95  4.74
H  3.66  -1.88  5.70
H  2.50  0.43  4.03
H  4.83  0.18  5.91
H  4.03  1.76  5.75
H  4.65  0.94  4.30
H  2.34  0.02  6.93
H  1.12  -0.17  5.97
C  -3.43  2.55  4.26
O  -3.74  2.32  2.90
C  -3.23  3.41  2.15
C  -3.14  3.07  0.65
C  -2.11  1.90  0.42
N  -2.83  4.20  -0.25
H  -3.80  1.69  4.81
H  -3.69  3.48  4.76
H  -2.35  2.50  4.37
H  -3.90  4.26  2.23
H  -2.22  3.73  2.41
H  -4.14  2.71  0.44
H  -2.32  1.00  1.00
H  -1.11  2.21  0.72
H  -2.03  1.65  -0.63
H  -2.14  3.83  -0.89
H  -2.37  4.91  0.31
C  -4.60  -1.17  2.49
O  -4.83  -1.78  1.23
C  -3.86  -2.82  0.83
C  -4.04  -3.11  -0.67
C  -3.62  -1.82  -1.49
N  -5.39  -3.29  -1.08
H  -4.35  -1.85  3.30
H  -5.49  -0.58  2.70
H  -3.75  -0.52  2.27
H  -2.83  -2.50  1.00
H  -4.13  -3.70  1.41
H  -3.42  -3.94  -1.00
H  -3.79  -1.98  -2.55
H  -2.57  -1.61  -1.25
H  -4.08  -0.91  -1.12
H  -5.64  -4.09  -0.52
H  -5.83  -2.53  -0.57
C  -0.79  -1.76  3.80
C  -1.62  -0.77  4.62
O  -0.88  -0.29  5.72
H  0.13  -1.24  3.54
H  -1.30  -2.07  2.89
H  -0.59  -2.62  4.45
H  -2.53  -1.23  5.03
H  -1.86  0.04  3.94
H  -1.46  -0.03  6.43
C  3.47  -0.80  -4.55
C  3.21  0.42  -5.40
O  1.96  1.06  -5.11
H  3.60  -0.64  -3.48
H  4.30  -1.37  -4.97
H  2.56  -1.34  -4.79
H  3.33  0.25  -6.47
H  3.97  1.15  -5.13
H  1.69  1.65  -5.81
C  5.06  -5.65  -1.73
C  3.73  -4.80  -1.69
O  3.19  -5.07  -0.41
H  5.64  -5.64  -0.81
H  5.75  -5.29  -2.50
H  4.86  -6.70  -1.91
H  3.09  -5.14  -2.50
H  3.96  -3.74  -1.78
H  2.39  -4.54  -0.38
C  0.07  -4.41  -2.04
O  0.60  -3.93  -0.85
H  0.78  -4.22  -2.84
H  0.04  -5.49  -1.89
H  -0.86  -3.87  -2.20
H  0.39  -3.00  -0.87
C  0.32  -5.29  2.04
O  -0.60  -6.21  2.72
H  1.07  -4.85  2.69
H  0.82  -5.78  1.21
H  -0.24  -4.43  1.67
H  -1.45  -6.13  2.28
C  0.54  -0.96  0.50
O  -0.09  -1.25  -0.78
H  0.48  -1.85  1.13
H  1.59  -0.75  0.30
H  0.04  -0.12  0.98
H  0.00  -0.42  -1.26

Calculated values
HOMO energy	-9.21	eV
relative energy (zero: lowest compared OMol25 entry of this formula, charge and spin)	0.707	eV